Record 1
Computed, not measured: C29H31N3O7ReS2 as an isolated structure, with the ωB97M-V functional and the def2-TZVPD basis.

```
73
C29H31N3O7ReS2 the ωB97M-V functional and the def2-TZVPD basis
Re -0.74261 1.40940 0.25532
C -3.14032 2.03871 -3.16824
C -2.93337 1.73263 -1.71522
O -1.68180 1.44889 -1.39923
C -3.94220 1.73910 -0.81145
C -3.82564 1.40165 0.57974
C -5.07664 1.27746 1.39408
N -2.66621 1.17705 1.11981
N -2.68567 0.77706 2.45670
C -1.48516 0.76557 2.92069
O -0.44171 1.08279 2.18289
C -1.20721 0.31734 4.30035
C 0.02367 0.60457 4.88326
C 0.29656 0.17072 6.17182
C -0.65290 -0.55496 6.87722
C -1.88026 -0.84507 6.29433
C -2.16038 -0.40967 5.00951
H -2.28800 1.68376 -3.74369
H -3.22972 3.11650 -3.31437
H -4.04882 1.57025 -3.54416
H -4.93351 1.95650 -1.18162
H -5.93987 1.59110 0.81200
H -5.00339 1.87918 2.29902
H -5.21583 0.24357 1.71389
H 0.75783 1.16715 4.32104
H 1.25204 0.40048 6.62565
H -0.43800 -0.89467 7.88267
H -2.62003 -1.41356 6.84336
H -3.11086 -0.62634 4.54035
C 4.91168 2.90859 -5.52702
C 4.29017 2.41314 -4.25062
C 2.98365 1.92719 -4.23099
C 2.41260 1.46647 -3.05699
C 3.15702 1.49481 -1.88621
C 4.45431 1.97963 -1.87643
C 5.01441 2.43020 -3.06136
S 2.42483 0.91113 -0.38966
O 1.97564 -0.43782 -0.60911
O 3.34940 1.17237 0.68059
N 1.09600 1.87700 -0.23784
C 1.42139 3.31437 -0.21849
C 0.19916 4.12019 0.19865
O 0.23694 5.32512 0.23889
O -0.86041 3.39459 0.48507
H 4.17650 2.96856 -6.32864
H 5.71252 2.24203 -5.85317
H 5.34739 3.89916 -5.38988
H 2.40695 1.91163 -5.14817
H 1.39572 1.09108 -3.04348
H 5.00827 2.00461 -0.94724
H 6.03028 2.80826 -3.06019
H 1.73307 3.66173 -1.20618
H 2.22903 3.52869 0.48301
C -0.07419 -6.89386 -2.17717
C -0.24791 -5.63769 -1.36839
C 0.42075 -4.46452 -1.71644
C 0.25547 -3.29870 -0.98738
C -0.59680 -3.31575 0.10675
C -1.28414 -4.46234 0.47111
C -1.09938 -5.62154 -0.26638
S -0.81946 -1.84301 1.07123
C 0.76755 -1.85730 1.90830
O -0.73827 -0.74790 0.02199
H 0.77441 -6.81305 -2.85524
H -0.96428 -7.09314 -2.77769
H 0.08515 -7.75828 -1.53143
H 1.08599 -4.46624 -2.57220
H 0.77263 -2.38240 -1.25195
H -1.95945 -4.44882 1.31941
H -1.63025 -6.52416 0.01352
H 1.56248 -1.82809 1.16608
H 0.79636 -2.77656 2.49536
H 0.80686 -0.98654 2.56025
```

Net charge ... 0
<S²> ... 0.755
E ... -73180.5876 eV
Orbital gap (alpha / beta) ... 7.380 / 6.892 eV
Multiplicity ... 2
E_LUMO (alpha / beta) ... -0.16 / -0.38 eV


Record 2
Computed, not measured: C29H31N4O4PdSSi as an isolated structure at a distorted geometry, with the ωB97M-V functional and the def2-TZVPD basis.

```
71
C29H31N4O4PdSSi the ωB97M-V functional and the def2-TZVPD basis
Pd 0.01600 -0.10640 0.02630
C 4.40240 -3.82530 5.25350
C 4.14900 -3.12240 3.95290
C 3.01880 -3.45220 3.20520
C 2.76940 -2.81400 2.00980
C 3.63870 -1.84680 1.54150
C 4.78100 -1.52720 2.25740
C 5.02660 -2.16030 3.46370
S 3.15800 -1.08060 -0.01200
O 2.59440 -2.14370 -0.80220
O 4.31850 -0.42960 -0.57420
N 1.97510 -0.03580 0.39590
C 2.35280 1.25120 0.71920
C 3.61870 1.58760 1.22970
C 3.96430 2.90510 1.43650
C 3.06870 3.92900 1.16030
C 1.78550 3.64010 0.67250
C 0.84080 4.63500 0.35180
C -0.40400 4.23290 -0.13940
C -0.68320 2.90310 -0.31470
N 0.20260 1.91370 -0.02270
C 1.42320 2.28080 0.46920
H 3.60560 -3.61820 5.96900
H 5.34520 -3.50410 5.68860
H 4.43520 -4.90620 5.11010
H 2.34010 -4.20570 3.57670
H 1.91770 -3.04530 1.39680
H 5.47950 -0.81350 1.84390
H 5.91580 -1.91360 4.02930
H 4.31730 0.80060 1.43810
H 4.94780 3.14740 1.81760
H 3.34630 4.96410 1.31100
H 1.08570 5.67900 0.47740
H -1.15340 4.97150 -0.38400
H -1.64810 2.59790 -0.69970
O -2.52720 -0.73480 -2.37530
C -2.82090 -0.28920 -1.28670
C -4.25990 -0.02030 -0.81370
C -4.07730 0.73820 0.49130
C -2.57720 0.61130 0.75640
O -2.00480 0.97250 1.77070
N -1.95730 0.05710 -0.30320
H -4.75110 -0.98470 -0.67110
H -4.81030 0.53310 -1.57340
H -4.64010 0.33050 1.33040
H -4.32660 1.79560 0.39400
C -0.27190 -1.42700 2.87790
Si -0.83000 -2.63410 1.49020
C -0.40900 -4.41060 2.12610
C -2.76330 -2.71550 1.41130
N -0.18970 -2.06350 0.00660
C 0.04600 -2.63360 -1.19510
C 0.13450 -4.02710 -1.36870
C 0.55980 -4.56370 -2.56550
C 0.86240 -3.74770 -3.64310
C 0.69970 -2.37450 -3.51800
C 0.29760 -1.82130 -2.32720
H -0.87290 -1.57330 3.77190
H -0.39950 -0.38190 2.56530
H 0.77120 -1.56870 3.15400
H -0.55620 -4.46000 3.20260
H 0.61260 -4.71310 1.93260
H -1.05730 -5.15920 1.68110
H -3.15530 -3.52670 2.01800
H -3.11560 -2.87120 0.39540
H -3.19860 -1.79130 1.77190
H -0.07130 -4.67220 -0.52640
H 0.66750 -5.63670 -2.66530
H 1.24730 -4.16850 -4.56120
H 0.90750 -1.72850 -4.35900
H 0.20260 -0.72800 -2.24270
```

Net charge ... -1
E ... -66924.1850 eV
Orbital gap ... 5.688 eV
E_LUMO ... 2.00 eV


Record 3
Computed, not measured: C29H31N4O5V as an isolated structure at a distorted geometry, with the ωB97M-V functional and the def2-TZVPD basis.

```
70
C29H31N4O5V the ωB97M-V functional and the def2-TZVPD basis
V 0.23986 -0.98255 0.49819
N -0.66424 -2.21935 0.03749
C -1.30084 -3.33705 -0.28521
C -1.54944 -3.68635 -1.62721
C -2.23334 -4.84485 -1.92871
C -2.68274 -5.68195 -0.91861
C -2.41594 -5.36635 0.40749
C -1.73444 -4.21495 0.72859
H -1.18544 -3.03245 -2.41131
H -2.41614 -5.09605 -2.96411
H -3.23654 -6.57485 -1.16361
H -2.74484 -6.02935 1.19579
H -1.50624 -3.94845 1.75119
C -0.99824 1.23425 3.16939
C 0.18396 0.24675 3.04489
C 1.35996 0.93225 2.33209
C 0.63816 -0.15295 4.45719
C -0.29704 -0.92735 2.25259
H -0.64524 2.19935 3.53129
H -1.73694 0.84585 3.86749
H -1.47984 1.37755 2.20269
H 1.63676 1.85945 2.83739
H 1.10276 1.17985 1.30069
H 2.23106 0.27065 2.34769
H 0.89126 0.73815 5.03119
H 1.51466 -0.79615 4.40199
H -0.15094 -0.68615 4.98249
H -0.96474 -1.56865 2.83449
C -3.14294 3.41675 -2.82731
N -3.08474 2.30075 -1.91071
N -1.96864 2.20485 -1.09241
C -1.68744 0.86725 -0.84291
O -0.79664 0.53035 -0.05581
C -2.64464 0.12685 -1.60431
C -3.43834 1.02215 -2.25761
C -4.55654 0.79545 -3.20521
C -1.59544 3.24775 -0.23051
C -0.25464 3.40795 0.09739
C 0.10866 4.40055 0.98809
C -0.85054 5.24365 1.52719
C -2.18504 5.08355 1.19039
C -2.56484 4.07955 0.32109
H -2.75344 4.30115 -2.32661
H -4.17694 3.59635 -3.11521
H -2.54174 3.22945 -3.72311
H -2.69844 -0.94465 -1.60541
H -4.81364 -0.25755 -3.21491
H -4.28254 1.10045 -4.21511
H -5.42494 1.37605 -2.90001
H 0.48896 2.75785 -0.34011
H 1.14916 4.52425 1.25139
H -0.56044 6.02785 2.20939
H -2.93784 5.72865 1.61729
H -3.60314 3.92025 0.07299
O 1.94056 -0.21865 -0.71251
C 2.50176 -1.20335 -0.20491
O 1.94746 -1.93595 0.64639
C 3.90726 -1.55875 -0.61821
C 4.30526 -2.89345 -0.60401
C 5.58766 -3.24825 -0.98871
C 6.49226 -2.27825 -1.37691
C 6.09466 -0.94545 -1.37171
C 4.80296 -0.57665 -1.01401
N 7.04436 0.07375 -1.73491
O 6.66916 1.22995 -1.72081
O 8.17136 -0.27675 -2.02701
H 3.59686 -3.64395 -0.28571
H 5.87816 -4.28675 -0.98601
H 7.49926 -2.52995 -1.67821
H 4.52246 0.46635 -1.04401
```

Net charge ... 0
E ... -72458.4945 eV
Orbital gap (alpha / beta) ... 6.625 / 6.622 eV
E_LUMO (alpha / beta) ... -0.32 / -0.32 eV


Record 4
Computed, not measured: a 4-piece molecular cluster, C29H31N5O2 overall at a distorted geometry, with the ωB97M-V functional and the def2-TZVPD basis.

```
67
C29H31N5O2 the ωB97M-V functional and the def2-TZVPD basis
C 3.71613 1.59703 -0.45995
C 2.68461 0.32919 -0.59073
C 1.23411 0.74275 0.04811
C 0.02739 0.93227 -1.07760
C 0.70243 -0.21577 1.26443
C 0.08155 0.54791 2.61599
C -0.48142 -0.32086 3.88708
C -0.47868 -1.95846 3.81639
C 0.10766 -2.76994 2.51797
C 0.70436 -1.85350 1.25527
C 1.31394 -2.72383 -0.01281
C 0.61754 -2.62964 -1.48014
C 1.39249 -3.60145 -2.52912
C 2.67816 -4.43083 -2.04946
N 3.35362 -4.54476 -0.72686
C 2.58267 -3.67833 0.20691
C -1.13751 -2.45519 5.23282
O -1.70974 -3.60601 5.60695
N -1.00659 -1.21091 6.13217
C -1.10625 0.11022 5.34034
O -1.61071 1.29204 5.70494
H 3.58478 2.01677 0.64934
H 3.40700 2.40917 -1.26529
H 4.83765 1.26526 -0.55394
H 3.15397 -0.61542 -0.05368
H 2.49127 -0.00197 -1.72151
H 1.37914 1.82909 0.52174
H -0.90305 0.26523 -0.78195
H 0.45101 0.71464 -2.14676
H -0.36232 2.05760 -1.09692
H 0.04333 1.73416 2.72102
H 0.09872 -3.94009 2.52058
H -0.30651 -1.98719 -1.79923
H 1.02448 -3.67102 -3.64807
H 3.18244 -5.11315 -2.89312
H 2.99930 -3.70845 1.32793
H -0.09011 -1.14822 6.66986
N -0.86949 5.78084 -1.75997
C 0.10757 4.98931 -1.21464
C -0.00313 5.06003 0.15610
C -1.08893 5.91984 0.44765
C -1.60739 6.34824 -0.75385
H -1.02268 5.92324 -2.74986
H 0.79711 4.44622 -1.84694
H 0.62903 4.54676 0.86903
H -1.45381 6.19620 1.42845
H -2.43519 7.00755 -0.97838
N 3.02913 -7.82614 -1.20691
C 2.71434 -8.35726 0.01676
C 2.91953 -9.71755 -0.04413
C 3.37992 -10.01655 -1.34869
C 3.44104 -8.82991 -2.04446
H 2.96798 -6.84671 -1.45310
H 2.37068 -7.72370 0.82343
H 2.75650 -10.41860 0.76413
H 3.63961 -10.99233 -1.73843
H 3.74032 -8.61463 -3.06153
N -5.37162 7.85193 -1.64220
C -5.34762 6.50112 -1.41136
C -6.61339 6.00817 -1.63726
C -7.42804 7.09917 -2.02366
C -6.63498 8.22477 -2.02116
H -4.58069 8.47585 -1.54852
H -4.43475 6.00789 -1.10540
H -6.91691 4.97427 -1.53597
H -8.47980 7.06708 -2.27714
H -6.86122 9.25658 -2.25471
```

Net charge ... 0
E ... -42103.0588 eV
Orbital gap ... 6.512 eV
SMILES ... CC[C@@H](C)c1cc2c(cc1-c1cccnc1)C(=O)NC2=O.c1cc[nH]c1.c1cc[nH]c1.c1cc[nH]c1
E_LUMO ... -1.57 eV


Record 5
Computed, not measured: C29H32BrF4N4O5STi as an isolated structure at a distorted geometry, with the ωB97M-V functional and the def2-TZVPD basis.

```
77
C29H32BrF4N4O5STi the ωB97M-V functional and the def2-TZVPD basis
Ti -0.15301 1.03548 -0.33923
O 3.71518 0.88711 1.75505
C 3.20205 1.07215 2.99060
C 4.07757 0.99873 4.07258
C 3.60997 1.18093 5.36037
C 2.26633 1.45336 5.59310
C 1.40573 1.53437 4.51237
C 1.84840 1.33072 3.20676
C 0.82427 1.38161 2.10151
O 1.32572 1.45318 0.79807
N -0.02745 0.13417 2.21523
N -0.15347 -0.55588 1.03478
C -0.52929 -1.78428 1.05877
C -0.65000 -2.59120 -0.16979
Br 0.11680 -1.84350 -1.72516
C -1.23947 -3.79084 -0.23504
C -1.80862 -4.56009 0.89589
C -1.08703 -4.80836 2.06090
C -1.65330 -5.53968 3.09457
C -2.94195 -6.03702 2.96890
C -3.65656 -5.81769 1.79970
C -3.08992 -5.09117 0.76475
H 2.98692 1.02481 1.11459
H 5.12161 0.80179 3.87313
H 4.30340 1.12087 6.18899
H 1.90169 1.61545 6.59723
H 0.35856 1.76822 4.67468
H 0.15755 2.23378 2.28534
H 0.24195 -0.47027 2.98447
H -0.77126 -2.25936 2.00437
H -1.34163 -4.24283 -1.21475
H -0.06484 -4.46190 2.14494
H -1.08021 -5.73118 3.99198
H -3.38389 -6.60721 3.77477
H -4.65654 -6.21532 1.69086
H -3.64758 -4.92007 -0.14687
C 2.62973 -0.95903 -3.75681
C 1.87544 0.34202 -3.55023
N 2.01550 1.00442 -2.24356
C 3.39691 1.01834 -1.74046
C 3.81637 -0.25508 -1.02085
C 1.51879 2.38471 -2.36972
C 0.08821 2.46333 -2.89003
N -0.75308 1.49647 -2.18367
C -2.02156 1.23504 -2.66320
C -2.80400 0.29176 -1.98737
F -2.28224 -0.26858 -0.86082
C -4.06295 -0.09227 -2.38145
F -4.70349 -1.02389 -1.65614
C -4.66152 0.46072 -3.49553
C -3.92468 1.40958 -4.17313
F -4.44889 2.00280 -5.25527
C -2.65269 1.79630 -3.78540
F -2.06703 2.76331 -4.51571
H 2.36734 -1.35429 -4.73835
H 2.38595 -1.71924 -3.01646
H 3.70939 -0.81477 -3.74395
H 0.81016 0.16638 -3.71287
H 2.19505 1.04586 -4.33773
H 3.47346 1.86157 -1.05205
H 4.10033 1.23819 -2.55958
H 3.04105 -0.57369 -0.31991
H 4.72901 -0.08256 -0.45208
H 4.00058 -1.08319 -1.70082
H 2.14896 2.97914 -3.05345
H 1.60130 2.85210 -1.38532
H 0.06766 2.26579 -3.96193
H -0.27130 3.48663 -2.74440
H -5.65128 0.17727 -3.81567
C -2.15093 4.18239 1.65957
S -1.67748 3.34533 0.18873
O -2.62446 3.70890 -0.82419
O -1.73171 1.86774 0.57316
O -0.26535 3.61676 -0.06919
H -3.19270 3.95021 1.85970
H -2.03197 5.24681 1.47252
H -1.51950 3.86788 2.48525
```

Net charge ... 0
<S²> ... 0.755
E ... -161654.0860 eV
Orbital gap (alpha / beta) ... 7.194 / 7.083 eV
Multiplicity ... 2
E_LUMO (alpha / beta) ... -0.52 / -0.65 eV


Record 6
Computed, not measured: C29H32BrFeN7 as an isolated structure at a distorted geometry, with the ωB97M-V functional and the def2-TZVPD basis.

```
70
C29H32BrFeN7 the ωB97M-V functional and the def2-TZVPD basis
Fe -0.30261 0.32693 0.09680
C -2.72050 1.63707 2.13153
C -2.10587 2.54255 1.07049
C -2.61856 2.08692 -0.24517
C -3.59100 2.78648 -0.94304
C -3.97850 2.33205 -2.19426
C -3.40805 1.16582 -2.68637
C -2.46812 0.50593 -1.91272
N -2.06604 0.95512 -0.71718
N -1.98308 0.38658 2.16141
C -1.18635 0.16860 3.36737
C 0.10041 0.93687 3.35786
C 0.64016 1.46990 4.51639
C 1.87710 2.09562 4.45553
C 2.53419 2.17857 3.23787
C 1.93561 1.61424 2.12610
N 0.74388 1.00795 2.18249
C -2.80176 -0.76299 1.82360
C -1.88197 -1.90519 1.59090
C -2.20319 -3.21218 1.90920
C -1.25934 -4.20277 1.68562
C -0.00092 -3.83857 1.22696
C 0.23945 -2.50403 0.94314
N -0.69073 -1.55830 1.08349
H -2.70929 2.14500 3.09577
H -3.75967 1.43801 1.86964
H -2.36779 3.57902 1.27432
H -1.01310 2.46744 1.08831
H -4.00780 3.69344 -0.52595
H -4.68349 2.89462 -2.79205
H -3.68024 0.76653 -3.65270
H -2.03967 -0.41463 -2.27599
H -1.77591 0.40996 4.25636
H -0.91959 -0.88589 3.43745
H 0.11345 1.38738 5.45813
H 2.32127 2.52022 5.34594
H 3.49544 2.66348 3.14795
H 2.41682 1.64624 1.15613
H -3.53280 -0.97452 2.61348
H -3.35976 -0.55433 0.90581
H -3.17025 -3.45107 2.33243
H -1.49009 -5.23916 1.89307
H 0.78346 -4.56904 1.09126
H 1.20806 -2.17208 0.60423
C 4.73150 -0.14291 -2.73285
C 3.52622 0.73843 -2.60666
C 3.23409 1.71070 -3.56002
C 2.18590 2.58513 -3.35167
C 1.41369 2.42150 -2.21522
Br 0.12522 3.73750 -1.80509
N 1.59285 1.43361 -1.33812
C 2.65908 0.64187 -1.52909
H 5.51472 0.36383 -3.29280
H 4.49011 -1.05840 -3.27809
H 5.12633 -0.41885 -1.75592
H 3.85906 1.80709 -4.43887
H 1.97728 3.38951 -4.04197
H 2.83206 -0.09525 -0.75621
C 2.62730 -2.63655 -1.00684
C 1.31190 -2.41805 -1.66867
N 0.43156 -1.45108 -1.45345
C -0.61608 -1.68015 -2.32472
C -0.36391 -2.78941 -3.06734
N 0.85532 -3.23716 -2.64064
H 2.74970 -1.99679 -0.13670
H 3.43811 -2.42977 -1.70779
H 2.73348 -3.67738 -0.69755
H -1.47025 -1.03139 -2.35342
H -0.93178 -3.27670 -3.84024
H 1.33319 -4.05313 -2.99165
```

Net charge ... +3
<S²> ... 8.766
E ... -145426.6161 eV
Orbital gap (alpha / beta) ... 8.625 / 5.218 eV
Multiplicity ... 6
E_LUMO (alpha / beta) ... -8.27 / -11.68 eV